{"formula": "C12H12F4O12", "method": "ωB97M-V/def2-TZVPD", "e_above_lowest_kcal_mol": 23.7, "charge": 0, "homo_ev": -11.32, "multiplicity": 1, "e_tot_ha": -1766.85023, "gap_ev": 11.55, "e_lumo_ev": 0.23, "symbols": ["O", "C", "O", "C", "C", "F", "O", "H", "H", "H", "O", "C", "O", "C", "C", "F", "O", "H", "H", "H", "O", "C", "O", "C", "C", "F", "O", "H", "H", "H", "O", "C", "O", "C", "C", "F", "O", "H", "H", "H"], "coordinates": [[2.8106, -0.9342, 0.0990], [3.1106, -2.0021, -0.3232], [2.9521, -2.3267, -1.6308], [3.2777, -3.6925, -1.7741], [4.0334, -4.0779, -0.5014], [5.3562, -4.2511, -0.7477], [3.9221, -2.9019, 0.2716], [2.3314, -4.2335, -1.8325], [3.9245, -3.9291, -2.6172], [3.6014, -4.9411, 0.0041], [-0.8918, 7.2566, 1.2344], [-0.5467, 6.4843, 0.3826], [-1.1823, 6.3142, -0.7399], [-0.6868, 5.1946, -1.4263], [0.6932, 4.9701, -0.7710], [1.6264, 5.6067, -1.5335], [0.5182, 5.6549, 0.4510], [-1.3501, 4.3439, -1.2514], [-0.6035, 5.3236, -2.5026], [0.9480, 3.9306, -0.5836], [-0.3613, -2.7211, 1.4434], [-1.3426, -2.7541, 0.7791], [-1.4309, -3.2415, -0.4556], [-2.7947, -3.2253, -0.9354], [-3.5259, -2.3975, 0.1466], [-4.6042, -3.0989, 0.5832], [-2.5850, -2.3531, 1.1737], [-2.6761, -2.7263, -1.8950], [-3.2283, -4.2114, -1.0795], [-3.8183, -1.3738, -0.0853], [-3.3495, 1.0994, 2.1874], [-2.2168, 0.8466, 1.9349], [-1.2649, 0.6423, 2.8414], [-0.0132, 0.3704, 2.2248], [-0.3142, 0.6995, 0.7194], [0.2433, -0.1605, -0.1276], [-1.7221, 0.6497, 0.6845], [0.6980, 1.1030, 2.6007], [0.3561, -0.6445, 2.3544], [0.1059, 1.7079, 0.6975]], "atomic_forces_ev_per_a": [[-0.200, -0.575, 0.625], [1.415, 1.701, -1.193], [-0.166, -0.371, 0.120], [-0.317, -0.996, 0.023], [-0.413, 1.144, -0.316], [0.101, -0.390, 0.033], [-0.711, -0.731, 1.005], [0.163, -0.218, -0.191], [-0.206, 0.446, -0.236], [0.417, 0.015, 0.220], [0.747, -0.839, -0.627], [-0.266, 1.479, 2.168], [-1.209, 0.126, -1.912], [0.494, -1.324, -0.056], [-1.594, 0.802, -0.111], [0.402, -0.241, 0.263], [1.041, -0.629, 0.119], [0.002, 0.004, 0.103], [-0.001, 0.481, 0.091], [0.385, 0.125, -0.052], [-0.033, 0.181, 0.041], [-0.871, -0.496, 0.043], [-0.013, -0.808, -0.488], [0.835, 1.367, -0.351], [0.495, -0.722, -0.342], [-0.237, 0.114, 0.056], [0.504, 0.597, 0.959], [-0.628, 0.042, -0.057], [0.189, -0.126, 0.354], [-0.187, -0.143, -0.204], [0.169, 0.027, -0.357], [-0.533, -0.585, 0.440], [0.230, -0.169, 0.568], [0.257, 0.244, -0.926], [0.563, 0.000, 3.173], [-0.377, 0.065, -0.572], [0.196, 0.515, -1.123], [0.116, -0.221, 0.135], [-0.364, -0.078, 0.203], [-0.397, 0.187, -1.624]], "mulliken_charge": [-0.50, 0.69, -0.32, -0.37, 0.33, -0.29, -0.33, 0.25, 0.28, 0.27, -0.53, 0.69, -0.32, -0.36, 0.53, -0.31, -0.32, 0.23, 0.31, 0.08, -0.53, 0.73, -0.35, -0.47, 0.47, -0.31, -0.33, 0.26, 0.27, 0.25, -0.54, 0.70, -0.36, -0.47, 0.58, -0.19, -0.36, 0.40, 0.23, 0.01]}

{"formula": "C12H12N3O4PS2", "method": "ωB97M-V/def2-TZVPD", "charge": 0, "homo_ev": -8.59, "multiplicity": 1, "e_tot_ha": -2067.43394, "gap_ev": 7.57, "e_lumo_ev": -1.02, "symbols": ["C", "O", "C", "C", "C", "N", "C", "S", "C", "C", "C", "O", "O", "C", "P", "C", "O", "C", "N", "S", "N", "C", "H", "H", "H", "H", "H", "H", "H", "H", "H", "H", "H", "H"], "coordinates": [[-0.3611, 0.1262, 3.7182], [-0.8594, -1.1962, 3.6598], [-1.6409, -1.4545, 2.5085], [-0.8988, -1.0624, 1.2379], [-1.3175, -0.1064, 0.3659], [-2.5665, 0.5638, 0.6490], [-3.6157, 0.0010, 0.4014], [-4.9907, -0.7277, 0.3229], [-0.5682, 0.2898, -0.8072], [-1.2156, 1.3514, -1.6877], [-0.4334, 2.6050, -1.9749], [-0.3444, 3.0658, -3.0833], [0.1278, 3.2075, -0.9094], [0.6408, -0.2936, -1.1038], [1.5387, 0.2520, -2.6171], [3.0318, -0.7906, -2.8129], [2.2414, 1.7031, -2.2031], [1.0768, -1.3254, -0.2031], [2.1945, -2.0565, -0.3144], [2.2493, -3.0788, 0.9015], [0.8872, -2.6874, 1.6821], [0.3361, -1.7187, 0.9610], [-0.2527, 0.3755, 4.7742], [-1.0582, 0.8494, 3.2839], [0.6235, 0.2085, 3.2489], [-2.5865, -0.9169, 2.5933], [-1.8118, -2.5287, 2.4499], [-2.1393, 1.6799, -1.2136], [-1.4970, 0.9011, -2.6384], [0.6943, 3.8939, -1.2946], [2.7901, -1.7491, -3.2647], [3.6609, -0.2088, -3.4900], [3.5900, -0.9143, -1.8899], [2.4559, 1.7046, -1.2601]], "atomic_forces_ev_per_a": [[-0.105, 0.036, 0.455], [-0.064, -0.180, -0.090], [0.506, 0.337, -0.363], [-0.297, -0.247, 0.613], [0.275, 0.094, 0.157], [-0.048, -0.729, -0.952], [0.041, 0.254, 0.953], [0.001, 0.133, -0.303], [-0.277, 0.514, 0.077], [0.066, -0.311, 0.396], [0.073, 0.164, -0.942], [-0.074, 0.065, 0.267], [-0.043, -0.322, 0.160], [0.227, -0.032, 0.518], [-0.257, -0.033, -1.231], [0.104, 0.457, 0.479], [-0.212, -0.458, 0.680], [0.404, -0.458, 0.224], [0.124, 0.141, -0.304], [-0.365, 0.057, 0.372], [0.418, -0.277, -0.277], [-0.481, 0.798, -0.535], [0.059, -0.041, -0.018], [0.045, -0.016, -0.125], [-0.075, 0.037, -0.173], [-0.087, -0.095, -0.103], [-0.107, -0.013, 0.314], [0.000, 0.040, 0.026], [0.164, 0.148, -0.136], [-0.093, 0.115, 0.090], [-0.004, -0.067, 0.072], [-0.152, -0.078, -0.203], [0.010, -0.208, -0.014], [0.224, 0.174, -0.084]], "mulliken_charge": [-0.63, -0.39, -0.72, 0.14, 0.60, -0.68, 0.46, -0.35, -0.44, -1.02, 0.35, -0.56, -0.45, -0.13, 0.22, -0.99, -0.49, 1.30, -0.50, 0.09, -0.63, 0.67, 0.28, 0.29, 0.22, 0.45, 0.38, 0.36, 0.42, 0.36, 0.35, 0.35, 0.32, 0.38]}

{"formula": "C12H12N4O2S2", "method": "ωB97M-V/def2-TZVPD", "e_above_lowest_kcal_mol": 3.7, "charge": 0, "homo_ev": -8.03, "multiplicity": 1, "e_tot_ha": -1630.20383, "gap_ev": 6.72, "e_lumo_ev": -1.31, "symbols": ["C", "C", "C", "N", "C", "C", "S", "C", "C", "C", "C", "C", "C", "N", "O", "O", "N", "N", "C", "S", "H", "H", "H", "H", "H", "H", "H", "H", "H", "H", "H", "H"], "coordinates": [[0.6194, -1.2728, 2.2351], [0.9615, -2.1576, 1.2254], [1.5920, -1.6989, -0.0315], [0.8550, -2.2337, -1.1688], [-0.2394, -1.6370, -1.7953], [-0.9948, -0.5178, -1.2011], [-0.2589, 1.0531, -1.7449], [-0.3004, 2.0079, -0.2958], [0.8974, 2.0016, 0.4569], [0.9439, 2.5111, 1.7776], [-0.1849, 3.0516, 2.2906], [-1.4062, 3.0484, 1.5647], [-1.4977, 2.5542, 0.2548], [-2.7294, 2.5700, -0.4419], [-3.7679, 2.4240, 0.2317], [-2.7377, 2.8116, -1.6975], [-0.5137, -2.1937, -2.9855], [0.4578, -3.0969, -3.1814], [1.2705, -3.2207, -2.0745], [2.4893, -4.3573, -1.9686], [0.1080, -1.6176, 3.1002], [0.8931, -0.2234, 2.1620], [0.6443, -3.1770, 1.3160], [1.5936, -0.6290, -0.0520], [2.6574, -2.0500, -0.1520], [-0.9867, -0.5754, -0.0890], [-2.0178, -0.6048, -1.4996], [1.7919, 1.5182, -0.0269], [1.8501, 2.4580, 2.4003], [-0.1877, 3.4604, 3.2903], [-2.2496, 3.6011, 2.0172], [0.4474, -3.8076, -3.9164]], "atomic_forces_ev_per_a": [[1.232, -1.746, -2.772], [-1.175, 2.435, 2.865], [1.179, -1.403, -0.269], [-0.546, -0.399, -2.850], [-0.138, -1.292, -1.676], [0.100, -0.136, 1.133], [0.212, -0.148, -1.463], [0.102, -0.128, 1.389], [0.072, -0.109, -0.056], [1.203, -0.685, -1.237], [-2.082, 0.193, -0.091], [-0.151, 1.024, 0.063], [2.967, -0.207, 1.598], [-3.103, 0.962, -2.777], [1.848, 0.087, -1.085], [0.283, -0.790, 3.723], [-0.304, 1.880, 2.077], [0.890, -0.502, 1.945], [0.704, -0.344, -0.365], [-0.153, 0.462, 0.392], [-0.266, -0.172, 0.614], [-0.130, -0.132, 0.036], [0.111, -0.505, -0.081], [-0.044, 0.625, -0.322], [-1.035, 0.158, 0.140], [0.203, 0.029, -0.715], [-0.653, 0.146, -0.379], [-1.073, 0.682, 0.678], [-0.370, 0.038, -0.579], [-0.072, 0.069, 0.030], [0.337, -0.725, -0.392], [-0.148, 0.633, 0.431]], "mulliken_charge": [-0.60, -0.19, 0.18, 0.20, 0.17, -0.31, -0.14, 0.26, -0.34, -0.69, -0.55, -0.55, 0.18, 0.93, -0.56, -0.48, -0.72, 0.11, 0.00, -0.41, 0.30, 0.08, 0.34, -0.46, 0.42, 0.30, 0.50, 0.56, 0.44, 0.39, 0.39, 0.25]}

Largest force on an atom values, unit Eh/bohr, following the record order: 0.0627 0.0245 0.0831.